P.
A cluster of 2 separate species, C4H8N3 in total, computed with ωB97M-V with the def2-TZVPD basis set.

Calculated values
HOMO energy	-13.197	eV
Kohn-Sham gap	8.75	eV

```
! wB97M-V def2-TZVPD RIJCOSX def2/J DEFGRID3
* xyz 1 1
N 0.584 -0.857 -1.543
N -0.887 0.712 -1.902
N -0.585 -1.447 -1.854
C 0.640 0.244 2.345
C -1.462 -0.461 -2.073
C 0.366 0.460 -1.575
C 0.254 1.363 2.924
H 1.611 -0.186 2.527
H -0.722 1.786 2.764
H 0.899 1.903 3.597
H 1.099 1.215 -1.362
H -0.015 -0.306 1.686
H -2.491 -0.604 -2.341
H 1.419 -1.370 -1.274
H -0.708 -2.453 -1.918
*
```

Charges obtained by natural (NBO) population analysis, quoted in units of e: -0.302 -0.398 -0.303 -0.424 0.268 0.273 -0.344 0.199 0.198 0.207 0.265 0.165 0.261 0.468 0.467

---

Q.
The ion C4H8N3 with charge +1, computed with ωB97M-V with the def2-TZVPD basis set.

Calculated values
HOMO energy	-14.901	eV
Kohn-Sham gap	11.13	eV

```
! wB97M-V def2-TZVPD RIJCOSX def2/J DEFGRID3
* xyz 1 1
N -0.189 2.037 -1.122
N -0.838 0.055 1.781
N 0.598 -0.137 -1.062
C -0.492 0.865 -1.313
C 0.374 -1.166 0.048
C -1.713 0.461 2.417
C 0.330 -0.592 1.404
H 1.352 0.621 -0.870
H 1.077 -1.980 -0.002
H 0.714 -0.582 -1.984
H -0.591 -1.561 -0.160
H -1.469 0.571 -1.509
H 0.439 -1.554 2.140
H 1.210 0.182 1.569
H -0.801 2.781 -1.336
*
```

Charges obtained by natural (NBO) population analysis, quoted in units of e: -0.550 -0.598 -0.567 0.248 -0.232 0.395 -0.273 0.477 0.261 0.456 0.238 0.211 0.278 0.248 0.407

---

P comes first in stability; the runner-up is 30.5 kcal/mol higher.

---

P.
A structure of composition C9H11O3, computed with ωB97M-V with the def2-TZVPD basis set.

Calculated values
HOMO energy	-3.925	eV
Kohn-Sham gap	7.36	eV

```
! wB97M-V def2-TZVPD RIJCOSX def2/J DEFGRID3
* xyz -1 1
O 1.955 -1.773 -0.193
O 0.013 -0.888 0.934
O 2.728 -3.736 -0.911
C -2.171 1.976 0.640
C -1.682 0.754 1.053
C 0.474 1.334 0.190
C -1.401 2.861 -0.113
C 0.407 -3.600 -0.531
C -0.368 0.330 0.715
C -0.041 2.545 -0.244
C 1.810 -3.013 -0.561
C -1.891 4.196 -0.615
H 1.531 1.190 0.017
H -1.277 4.497 -1.466
H 1.045 -1.369 0.355
H 0.472 -4.511 0.057
H 0.572 3.346 -0.647
H -0.396 -2.972 -0.158
H 0.084 -3.944 -1.518
H -2.231 0.059 1.671
H -3.157 2.303 0.960
H -2.887 4.159 -1.061
H -1.860 4.974 0.135
*
```

Charges obtained by natural (NBO) population analysis, quoted in units of e: -0.727 -0.772 -0.684 -0.197 -0.315 -0.327 -0.128 -0.748 0.374 -0.194 0.792 -0.616 0.211 0.202 0.497 0.214 0.185 0.236 0.212 0.202 0.185 0.199 0.196

---

Q.
A cluster of 2 separate species, C9H11O3 in total, computed with ωB97M-V with the def2-TZVPD basis set.

Calculated values
HOMO energy	-4.347	eV
Kohn-Sham gap	7.80	eV

```
! wB97M-V def2-TZVPD RIJCOSX def2/J DEFGRID3
* xyz -1 1
O -2.168 -1.387 -1.271
O -0.909 -1.435 0.846
O -1.287 -1.173 -3.380
C 0.911 -0.327 1.946
C 0.622 1.775 0.212
C -2.011 -3.314 -2.754
C -0.011 -0.492 0.952
C 1.327 1.945 1.397
C 1.958 3.305 1.645
C 1.409 0.949 2.307
C -1.782 -1.787 -2.432
C -0.090 0.616 -0.007
H 2.932 3.118 2.229
H -2.918 -3.186 -3.433
H 1.232 -1.139 2.683
H -1.344 -3.736 -3.455
H -0.641 0.593 -0.888
H -2.242 -3.852 -1.866
H 1.233 3.786 2.208
H -1.336 -1.423 -0.185
H 0.594 2.512 -0.605
H 2.409 3.792 0.703
H 2.111 0.860 3.148
*
```

Charges obtained by natural (NBO) population analysis, quoted in units of e: -0.811 -0.712 -0.718 -0.300 -0.213 -0.746 0.334 -0.100 -0.617 -0.224 0.810 -0.262 0.192 0.205 0.191 0.208 0.235 0.204 0.211 0.513 0.197 0.207 0.197

---

P comes first in stability; the runner-up is 31.7 kcal/mol higher.